Here is C32H48BCuF4N4O3S2Si2 as an isolated structure from the Open Molecules 2025 dataset. Energies are from wB97M-V/def2-TZVPD.

Summary:
Charge: -1
LUMO level (spin up / spin down) in eV: 1.84 / 1.35
Kohn-Sham gap (spin up / spin down) in eV: 6.39 / 6.38
Electronic energy in a.u.: -5133.6052
ΔE to the lowest compared entry with this formula, charge and spin in kJ/mol: 0.00
HOMO (spin up / spin down) in eV: -4.55 / -5.02
Spin multiplicity: 2

Element x y z (Å)
Cu (0.2498, 1.0520, -0.9895)
C (-0.2950, 3.4893, -4.4494)
C (-0.5728, 2.3684, -3.4869)
N (-1.0461, 2.5662, -2.3111)
N (-1.3145, 3.8275, -1.9381)
C (-2.0465, 4.1045, -0.8153)
N (-1.8133, 5.3717, -0.3424)
S (-3.1359, 3.0840, -0.1382)
C (-0.2434, 0.9743, -3.8128)
C (-0.1642, 0.5140, -5.1234)
C (0.2214, -0.7931, -5.3628)
C (0.5034, -1.6179, -4.2875)
C (0.3616, -1.1063, -3.0074)
N (0.0000, 0.1500, -2.7760)
H (0.3974, 4.2011, -3.9899)
H (0.1737, 3.1291, -5.3592)
H (-1.2136, 4.0231, -4.7043)
H (-0.7983, 4.5884, -2.3560)
H (-0.8593, 5.7016, -0.4151)
H (-2.2386, 5.5364, 0.5541)
H (-0.4080, 1.1704, -5.9474)
H (0.3119, -1.1596, -6.3770)
H (0.8435, -2.6329, -4.4315)
H (0.5619, -1.7156, -2.1376)
C (-2.9601, -0.4694, 3.4185)
C (-3.7025, -1.4383, 2.5018)
C (-3.8869, -2.7845, 3.2064)
C (-5.0555, -0.8475, 2.1121)
O (-3.0108, -1.6831, 1.2801)
Si (-1.4332, -1.6603, 0.8284)
S (-0.6633, 0.2877, 0.8778)
O (-0.6894, -2.6160, 1.9384)
C (0.6793, -2.9670, 2.1683)
C (1.3805, -3.3452, 0.8663)
C (1.4260, -1.8068, 2.8241)
C (0.6368, -4.1643, 3.1165)
O (-1.4383, -2.3550, -0.6601)
C (-2.2380, -3.4411, -1.1426)
C (-3.5483, -2.8823, -1.7015)
C (-2.5445, -4.4758, -0.0557)
C (-1.4387, -4.1042, -2.2614)
H (-3.5324, -0.3059, 4.3339)
H (-2.8044, 0.4823, 2.9123)
H (-1.9788, -0.8741, 3.6733)
H (-4.4332, -2.6636, 4.1443)
H (-2.9049, -3.2138, 3.4111)
H (-4.4414, -3.4712, 2.5627)
H (-5.6693, -0.6741, 2.9985)
H (-5.5850, -1.5275, 1.4417)
H (-4.9004, 0.1003, 1.5943)
H (1.4345, -2.4863, 0.1961)
H (0.8517, -4.1530, 0.3578)
H (2.4013, -3.6692, 1.0719)
H (1.5315, -0.9931, 2.1094)
H (2.4219, -2.1271, 3.1374)
H (0.8691, -1.4380, 3.6881)
H (0.1050, -4.9966, 2.6501)
H (0.1148, -3.8948, 4.0368)
H (1.6510, -4.4840, 3.3622)
H (-4.0828, -2.3643, -0.9075)
H (-4.1713, -3.6894, -2.0937)
H (-3.3409, -2.1689, -2.5020)
H (-3.1604, -4.0299, 0.7244)
H (-1.6241, -4.8386, 0.3992)
H (-3.0787, -5.3217, -0.4925)
H (-1.2892, -3.4005, -3.0800)
H (-1.9723, -4.9774, -2.6411)
H (-0.4608, -4.4183, -1.8902)
C (5.8411, 3.1470, -1.6011)
C (4.8473, 4.0035, -2.0552)
C (3.5554, 3.8777, -1.5677)
C (3.2280, 2.9193, -0.6060)
C (4.2412, 2.0670, -0.1662)
C (5.5312, 2.1728, -0.6631)
Si (1.4442, 2.7923, 0.0285)
C (1.4933, 2.9753, 1.9117)
C (1.8627, 1.9016, 2.7241)
C (1.9361, 2.0401, 4.1020)
C (1.6355, 3.2570, 4.6977)
C (1.2551, 4.3318, 3.9064)
C (1.1824, 4.1867, 2.5286)
H (6.8493, 3.2293, -1.9892)
H (5.0789, 4.7684, -2.7880)
H (2.7805, 4.5436, -1.9389)
H (4.0161, 1.2888, 0.5537)
H (6.2900, 1.4727, -0.3371)
H (0.9619, 4.1666, -0.3980)
H (2.0819, 0.9405, 2.2728)
H (2.2201, 1.1920, 4.7140)
H (1.6919, 3.3686, 5.7739)
H (1.0158, 5.2851, 4.3640)
H (0.8840, 5.0332, 1.9183)
F (2.3932, -0.1242, -1.1457)
B (3.4461, -1.0966, -1.1777)
F (3.9882, -1.2118, 0.1114)
F (4.4221, -0.6788, -2.0929)
F (2.8877, -2.3245, -1.5918)

Löwdin population analysis, charges in e, atoms 1 to 6:
1 Cu 0.035
2 C -0.012
3 C -0.252
4 N 0.050
5 N -0.050
6 C -0.950

Here is C32H48Cl3N3O8P2Sn as an isolated structure from the Open Molecules 2025 dataset. Energies are from wB97M-V/def2-TZVPD.

Summary:
Charge: +2
LUMO level in eV: -7.27
Kohn-Sham gap in eV: 6.91
Electronic energy in a.u.: -4291.6411
HOMO in eV: -14.18

Element x y z (Å)
Sn (0.3396, 0.5307, -1.0153)
C (-5.5810, 4.0600, 3.9301)
C (-5.2985, 2.5705, 4.2280)
C (-6.4855, 1.7394, 3.7474)
C (-5.1270, 2.3673, 5.7436)
C (-4.0113, 2.2028, 3.5257)
C (-3.9508, 1.2506, 2.5677)
C (-2.6795, 0.9331, 2.0032)
N (-2.4884, -0.0179, 1.1748)
C (-2.8493, -1.1733, 0.7526)
C (-3.0662, -2.2964, 1.5900)
C (-3.6095, -3.4059, 1.0272)
C (-3.9140, -3.4542, -0.4170)
C (-3.6671, -2.4931, -1.3175)
C (-2.9313, -1.3237, -0.7890)
O (-2.3132, -0.5177, -1.4393)
C (-4.1006, -2.6432, -2.7794)
C (-5.6382, -2.5935, -2.8012)
C (-3.5618, -1.5422, -3.6986)
C (-3.6176, -3.9962, -3.3245)
C (-3.9978, -4.6194, 1.8407)
C (-3.6235, -4.4818, 3.3145)
C (-3.2773, -5.8517, 1.2570)
C (-5.5240, -4.8049, 1.7255)
C (-1.4452, 1.8073, 2.3305)
O (-0.4819, 1.6814, 1.6145)
C (-1.5657, 2.7800, 3.4385)
C (-2.7938, 2.9378, 3.9461)
C (-0.3438, 3.5774, 3.8730)
C (0.1139, 4.4741, 2.7071)
C (-0.6689, 4.4686, 5.0719)
C (0.7888, 2.6195, 4.2767)
H (-6.5265, 4.3377, 4.3978)
H (-5.6672, 4.2395, 2.8571)
H (-4.8098, 4.7185, 4.3318)
H (-7.3747, 2.0359, 4.3031)
H (-6.3309, 0.6722, 3.9224)
H (-6.6948, 1.9005, 2.6877)
H (-6.0430, 2.6825, 6.2441)
H (-4.3093, 2.9531, 6.1629)
H (-4.9552, 1.3162, 5.9831)
H (-4.8133, 0.6789, 2.2574)
H (-2.8789, -2.2091, 2.6501)
H (-4.3831, -4.3622, -0.7681)
H (-6.0137, -1.6469, -2.4059)
H (-6.0770, -3.4058, -2.2186)
H (-5.9883, -2.6905, -3.8299)
H (-3.8861, -0.5479, -3.3898)
H (-3.9560, -1.7236, -4.6992)
H (-2.4728, -1.5611, -3.7447)
H (-4.0295, -4.8403, -2.7687)
H (-2.5284, -4.0541, -3.3038)
H (-3.9515, -4.0983, -4.3587)
H (-2.5486, -4.3415, 3.4508)
H (-3.9041, -5.3951, 3.8384)
H (-4.1531, -3.6559, 3.7950)
H (-2.1933, -5.7247, 1.2817)
H (-3.5771, -6.0680, 0.2316)
H (-3.5286, -6.7228, 1.8624)
H (-6.0570, -3.9364, 2.1167)
H (-5.8160, -5.6754, 2.3136)
H (-5.8504, -4.9757, 0.6993)
H (-2.9339, 3.6730, 4.7234)
H (-0.7104, 5.0853, 2.3340)
H (0.5202, 3.8919, 1.8819)
H (0.8941, 5.1492, 3.0612)
H (-1.4018, 5.2403, 4.8253)
H (0.2420, 4.9776, 5.3864)
H (-1.0343, 3.8917, 5.9250)
H (1.0656, 1.9442, 3.4676)
H (0.5090, 2.0278, 5.1515)
H (1.6707, 3.2064, 4.5390)
N (1.7969, -2.3250, -4.8590)
C (2.0732, -1.6905, -3.5022)
C (3.5634, -1.7868, -3.1765)
P (1.6199, 0.0867, -3.7438)
O (-0.0165, 0.0280, -3.6917)
O (2.0918, 0.4622, -5.0869)
O (1.9762, 0.7796, -2.4412)
P (0.9398, -2.5239, -2.3092)
O (1.8593, -3.6826, -1.7084)
O (-0.2048, -3.0495, -3.0945)
O (0.6988, -1.5321, -1.1721)
H (2.4083, -3.1251, -5.0269)
H (1.9543, -1.6080, -5.5828)
H (0.8209, -2.6590, -4.8504)
H (4.1575, -1.2158, -3.8913)
H (3.8924, -2.8264, -3.1727)
H (3.7464, -1.3773, -2.1841)
H (-0.4169, 0.4446, -4.4672)
H (1.4034, -4.5317, -1.6634)
Cl (4.4356, 1.1105, 3.3479)
C (4.2611, -0.2177, 2.2096)
Cl (5.7005, -0.4026, 1.2268)
Cl (3.8639, -1.7170, 3.0459)
C (3.1313, 0.1033, 1.3084)
N (2.2609, 0.3514, 0.6104)

natural (NBO) population analysis, charges in e, atoms 1 to 6:
1 Sn 1.574
2 C -0.597
3 C -0.117
4 C -0.612
5 C -0.598
6 C 0.175